Record 1
{"formula": "C43H37N6O3S4Sn", "method": "ωB97M-V with the def2-TZVPD basis set", "species": ["H", "H", "C", "C", "N", "H", "C", "C", "H", "N", "C", "H", "H", "N", "C", "H", "Sn", "C", "H", "C", "O", "C", "H", "C", "H", "H", "C", "H", "H", "C", "C", "H", "C", "C", "H", "N", "C", "H", "H", "C", "H", "H", "C", "S", "C", "H", "O", "H", "C", "N", "S", "C", "H", "C", "C", "C", "C", "C", "H", "H", "S", "H", "C", "C", "C", "H", "H", "C", "C", "C", "C", "C", "H", "C", "C", "H", "O", "C", "H", "S", "N", "H", "H", "H", "C", "C", "C", "H", "H", "H", "C", "C", "C", "H"], "xyz": [[2.053, 1.963, 4.987], [2.988, -2.954, -3.811], [-3.980, 0.209, -0.528], [4.417, -4.299, 4.188], [-0.791, 1.678, -2.030], [-2.287, 4.620, -2.600], [2.855, -3.549, 2.518], [2.920, 1.775, 1.265], [4.664, -4.959, 5.010], [-3.153, -0.022, 0.480], [-1.307, -4.744, -2.522], [-3.250, -2.713, 0.131], [-0.770, -5.307, -3.279], [-5.204, -1.646, 5.313], [2.335, 1.904, 3.945], [1.502, -4.684, -2.393], [0.305, 0.251, -0.099], [-0.540, -1.318, 3.351], [4.009, -3.488, -0.356], [3.094, 1.735, -0.183], [-1.107, 2.338, 0.577], [3.790, -2.619, 2.094], [4.340, 2.638, 4.213], [2.580, 1.497, -2.403], [2.967, -1.239, -1.948], [5.739, -1.756, 2.372], [-1.629, -2.695, -1.277], [-0.305, 0.224, -3.398], [6.302, -3.275, 4.254], [3.704, -2.044, -1.994], [-1.858, 3.650, -2.821], [-2.224, 3.752, -4.930], [3.097, -3.226, -2.757], [-3.075, -4.583, -0.902], [-0.190, -2.066, 5.340], [1.715, 1.374, 1.701], [-1.247, 1.921, -4.357], [-1.860, 1.721, 0.531], [-6.959, -0.494, 0.896], [-2.696, -0.858, 2.711], [-0.400, 4.024, -0.268], [-2.657, -6.342, -2.061], [5.341, -3.354, 3.762], [4.450, 2.483, -0.972], [3.769, 2.152, -2.504], [3.788, -4.071, -2.715], [0.544, -1.274, -2.651], [2.461, -5.136, 3.904], [4.178, -2.434, -0.581], [-1.377, -0.885, 2.424], [3.372, -1.488, 0.767], [1.430, 1.456, 3.002], [5.240, -2.212, -0.455], [3.893, 2.226, 2.159], [-3.651, -0.466, 1.645], [3.177, -4.397, 3.568], [-2.266, -1.699, 4.937], [-3.175, -1.276, 3.966], [4.287, 2.482, -3.392], [-5.979, 0.168, -1.322], [-6.789, -1.559, 5.044], [-2.634, -2.019, 5.904], [-1.274, 3.377, -0.376], [5.029, -2.504, 2.711], [-2.702, -3.277, -0.615], [0.505, -1.368, 3.054], [0.428, 1.161, 3.286], [-5.358, 0.015, -0.450], [-0.929, -1.727, 4.626], [2.167, 1.235, -1.060], [-2.373, -5.320, -1.850], [-0.748, 1.210, -3.282], [-1.309, -1.680, -1.066], [-5.517, -0.979, 3.145], [-4.605, -1.302, 4.190], [2.002, 1.219, -3.276], [1.876, -1.668, 0.619], [-1.818, 3.165, -4.117], [1.619, -3.403, -1.151], [0.440, -2.698, -3.095], [-6.782, -1.087, 3.505], [4.560, -1.669, -2.555], [-2.162, 3.978, -0.165], [-1.196, 1.514, -5.357], [-5.893, -0.363, 0.757], [-1.320, 2.875, -1.801], [-5.038, -0.591, 1.838], [4.865, 2.523, 1.788], [1.888, -3.596, 2.029], [-3.913, -5.033, -0.385], [-0.941, -3.438, -2.219], [3.598, 2.285, 3.508], [1.730, -3.633, -2.214], [-3.520, 0.571, -1.443]], "forces_ev_per_a": [[0.01, -0.01, -0.02], [0.13, -0.04, -0.01], [0.07, 0.00, 0.12], [-0.02, -0.02, -0.01], [0.04, -0.12, 0.01], [-0.01, -0.02, 0.01], [-0.10, -0.05, -0.05], [-0.09, -0.01, 0.13], [-0.01, 0.02, -0.02], [0.13, 0.19, -0.02], [0.00, -0.04, -0.04], [0.05, 0.00, -0.05], [-0.03, 0.02, 0.02], [0.01, -0.04, 0.14], [0.01, 0.03, -0.01], [-0.02, 0.02, 0.00], [1.00, 0.32, -0.54], [0.02, -0.04, -0.21], [0.01, -0.01, -0.03], [0.16, 0.14, -0.20], [-0.05, -0.03, -0.09], [0.21, 0.20, 0.04], [-0.01, -0.01, -0.02], [-0.17, -0.14, -0.11], [0.06, 0.04, 0.00], [-0.03, -0.02, 0.06], [0.04, 0.06, 0.00], [-0.12, 0.31, -0.05], [-0.03, 0.00, -0.03], [-0.02, 0.01, 0.09], [0.04, 0.02, -0.02], [0.00, -0.01, 0.00], [0.09, 0.16, 0.13], [0.06, 0.00, 0.03], [-0.01, 0.00, -0.02], [-0.10, -0.04, 0.02], [-0.10, 0.22, 0.04], [-0.09, 0.00, 0.07], [0.02, 0.01, -0.02], [0.23, -0.19, 0.28], [-0.04, 0.01, 0.05], [-0.01, 0.03, -0.04], [0.03, 0.00, 0.00], [-0.15, -0.08, 0.11], [0.11, 0.04, 0.03], [-0.06, -0.05, -0.04], [0.20, -0.06, 0.32], [0.01, 0.03, -0.01], [-0.19, 0.12, 0.01], [-0.55, 0.09, 0.09], [0.02, -0.43, 0.05], [0.00, -0.04, -0.07], [0.00, -0.11, 0.11], [0.02, -0.04, -0.05], [-0.01, 0.09, -0.03], [0.07, 0.02, 0.02], [-0.08, -0.02, 0.06], [0.10, 0.06, -0.20], [-0.06, -0.08, 0.00], [0.00, 0.05, 0.04], [-0.16, -0.02, 0.13], [-0.01, 0.02, -0.03], [0.13, 0.03, -0.02], [0.00, 0.02, -0.06], [-0.07, -0.06, 0.03], [-0.01, 0.05, 0.01], [-0.01, -0.02, -0.01], [-0.02, 0.01, -0.13], [0.07, -0.01, 0.05], [-0.45, -0.05, 0.38], [0.00, 0.02, 0.02], [-0.14, -0.05, -0.14], [-0.19, -0.13, 0.01], [0.26, -0.11, 0.20], [-0.12, 0.10, -0.29], [0.05, -0.04, 0.05], [0.12, 0.15, -0.31], [0.04, -0.02, -0.02], [-0.09, -0.04, 0.01], [-0.06, -0.63, 0.26], [-0.14, 0.00, -0.06], [-0.03, 0.09, 0.01], [-0.01, -0.04, 0.06], [0.01, -0.03, 0.02], [-0.04, -0.01, 0.13], [-0.06, 0.00, 0.03], [0.22, -0.03, -0.15], [-0.02, 0.02, 0.02], [0.04, 0.02, 0.02], [0.03, 0.02, -0.01], [-0.01, 0.04, -0.11], [-0.02, 0.00, -0.03], [-0.01, 0.17, -0.14], [-0.02, -0.04, -0.02]], "energy_ha": -4021.9453, "lumo_ev": -2.5, "gap_ev": 7.4, "charge": 1}

Record 2
{"formula": "C4H3NO", "method": "ωB97M-V with the def2-TZVPD basis set", "species": ["H", "H", "C", "N", "C", "O", "C", "C", "H"], "xyz": [[2.347, -0.392, 0.481], [-1.062, 1.963, -0.201], [0.537, 0.145, -0.563], [0.564, -1.059, 1.404], [-0.327, -1.500, 2.037], [-1.489, 1.370, -0.836], [-0.688, 0.308, -1.035], [1.265, -0.395, 0.389], [-1.148, -0.439, -1.676]], "forces_ev_per_a": [[-0.22, 0.01, -0.07], [-0.12, -0.02, -0.09], [-0.28, -0.13, 0.23], [-0.87, -0.36, 0.60], [1.01, 0.25, -0.28], [0.16, 0.15, 0.08], [0.27, -0.16, -0.15], [-0.06, 0.10, -0.21], [0.09, 0.16, -0.11]], "energy_ha": -284.0887, "lumo_ev": 0.3, "gap_ev": 10.1}

Record 3
{"formula": "C4H12NS2", "method": "ωB97M-V with the def2-TZVPD basis set", "species": ["H", "C", "H", "C", "N", "C", "H", "S", "H", "H", "H", "C", "S", "H", "H", "H", "H", "H", "H"], "xyz": [[-0.583, -2.448, 1.648], [-0.951, -0.654, 0.436], [-1.109, 1.845, -0.719], [0.614, -0.257, 0.103], [-0.045, 1.926, -0.783], [0.872, 1.269, 0.188], [-1.399, -0.126, 1.261], [-2.040, -0.222, -0.963], [0.761, 1.707, 1.172], [0.707, -0.600, -1.017], [0.412, 2.877, -0.656], [-1.022, -2.200, 0.727], [2.760, 1.310, -0.243], [-0.462, -2.685, -0.060], [3.083, 0.941, 0.956], [-1.037, -0.826, -1.859], [1.400, -0.743, 0.816], [-2.039, -2.540, 0.682], [0.078, 1.426, -1.688]], "forces_ev_per_a": [[0.56, -0.20, 1.31], [1.61, -1.32, 0.07], [1.20, -0.01, 0.90], [-1.55, -0.50, 0.58], [1.71, 1.73, -0.22], [0.93, -3.56, -0.03], [0.26, 0.42, 0.56], [1.91, -1.38, -1.51], [-0.27, 0.03, 0.07], [0.55, 0.50, 2.22], [-1.56, -0.55, -1.63], [-0.09, 1.76, -1.60], [-1.71, 1.43, -1.51], [0.11, -0.37, -0.25], [0.22, -0.29, 1.27], [-2.09, 0.99, 0.97], [-1.77, 0.38, -1.49], [-0.47, -0.17, 0.09], [0.43, 1.08, 0.21]], "smiles": "C[C@H](S)C[C@H]([NH3+])S", "energy_ha": -1010.4191, "lumo_ev": -3.5, "gap_ev": 9.9, "charge": 1}

Record 4
{"formula": "C26H35BFeNO7", "method": "ωB97M-V with the def2-TZVPD basis set", "species": ["H", "H", "C", "C", "H", "C", "Fe", "H", "H", "O", "B", "C", "C", "H", "H", "C", "H", "C", "C", "C", "C", "H", "H", "C", "O", "H", "C", "H", "C", "H", "N", "H", "C", "H", "H", "C", "C", "C", "H", "H", "C", "O", "H", "H", "H", "C", "C", "H", "H", "H", "H", "H", "C", "H", "H", "H", "C", "C", "O", "H", "C", "H", "H", "H", "O", "H", "C", "H", "O", "C", "O"], "xyz": [[-3.627, 0.202, 0.673], [-0.576, -2.076, 2.593], [4.397, 2.572, -4.814], [0.588, 0.804, 4.880], [2.627, 4.556, -5.238], [-0.095, 1.100, 3.724], [-1.710, -1.516, 0.410], [-2.546, 3.491, 1.784], [1.562, -3.377, 4.188], [-4.749, -4.143, -0.370], [-0.593, -1.085, -1.336], [-1.036, -4.664, 0.619], [2.427, 1.966, -6.188], [1.341, 1.929, -6.279], [-0.867, 3.166, 2.177], [-3.471, 1.135, 1.215], [3.479, -0.274, -0.973], [-0.254, -1.268, 3.227], [0.705, -3.011, 4.759], [-1.982, 1.501, 1.301], [0.811, -0.534, 5.224], [-3.898, 1.019, 2.213], [2.543, 4.159, -3.513], [0.621, 0.223, -2.715], [-2.468, -2.999, 1.542], [-1.962, 2.784, -0.427], [1.095, 1.917, 5.762], [-4.012, 1.924, 0.691], [3.239, 0.970, -2.733], [0.948, -3.101, 5.818], [-1.293, 0.245, 1.723], [2.816, 0.969, -6.402], [-3.679, -3.414, -0.682], [-1.165, -5.743, 0.514], [4.692, 3.260, -5.609], [2.875, 2.438, -4.800], [2.389, 1.461, -3.724], [-0.587, 0.070, 2.859], [1.782, 2.564, 5.214], [-2.169, 2.542, 3.218], [-1.885, -4.138, 1.774], [-1.302, -3.991, -0.602], [0.327, 1.442, -4.437], [-2.812, -5.334, -1.063], [1.177, 3.790, -4.570], [1.039, 1.076, -3.707], [-2.539, -4.285, -1.193], [-0.137, -3.664, 4.532], [4.779, 2.976, -3.874], [0.012, -4.459, 0.843], [2.799, 2.652, -6.954], [4.281, 1.258, -2.729], [0.406, -1.582, 4.397], [-0.389, 2.036, -0.080], [-1.686, 1.086, -0.810], [4.883, 1.612, -5.000], [1.475, -0.254, -1.743], [2.800, 0.103, -1.727], [-0.635, -0.283, -2.505], [0.272, 2.538, 6.119], [-1.469, 1.869, -0.092], [-2.430, -4.065, -2.255], [1.332, -0.762, 6.148], [-5.421, -3.536, -0.019], [-1.968, -4.796, 2.794], [1.622, 1.524, 6.630], [2.267, 3.820, -4.514], [-0.210, 2.134, 3.465], [0.780, -1.067, -0.891], [-1.869, 2.739, 2.189], [-3.697, -2.202, -0.652]], "forces_ev_per_a": [[-0.01, 0.00, -0.10], [-0.13, -0.12, -0.12], [0.02, 0.01, -0.01], [0.04, -0.05, 0.07], [-0.02, -0.03, 0.00], [0.06, -0.14, -0.07], [-0.63, -0.48, 0.02], [-0.01, -0.01, -0.02], [0.00, 0.02, 0.02], [0.00, 0.03, 0.10], [1.30, 1.01, 0.02], [-0.04, 0.13, -0.12], [0.03, -0.03, -0.04], [0.02, 0.01, 0.01], [-0.10, 0.09, -0.11], [-0.03, -0.03, 0.10], [-0.02, 0.01, 0.00], [-0.02, 0.03, 0.05], [0.03, -0.01, -0.05], [0.10, -0.23, 0.09], [0.05, 0.01, 0.06], [0.02, -0.01, -0.03], [0.00, 0.01, -0.02], [-0.19, -0.05, -0.17], [0.54, -0.04, 0.33], [0.02, -0.01, 0.02], [-0.01, -0.03, -0.02], [-0.01, 0.01, 0.03], [-0.02, -0.07, 0.04], [-0.02, -0.01, -0.03], [-0.29, 0.05, 0.37], [0.00, 0.02, 0.00], [-0.36, 0.01, -0.22], [-0.05, -0.03, 0.04], [0.00, -0.02, 0.00], [-0.07, 0.02, 0.11], [-0.03, 0.01, -0.02], [0.15, 0.30, -0.13], [0.00, -0.01, 0.01], [-0.04, 0.04, -0.05], [-0.35, 0.04, 0.20], [0.15, 0.00, -0.16], [0.04, -0.03, -0.01], [0.02, -0.04, -0.01], [0.03, 0.00, 0.00], [0.06, 0.07, -0.02], [0.12, 0.00, 0.15], [-0.06, 0.00, -0.01], [-0.01, 0.00, -0.01], [0.01, -0.05, 0.00], [-0.01, -0.01, 0.01], [-0.02, -0.02, -0.01], [0.00, 0.06, -0.11], [-0.02, 0.00, 0.00], [-0.04, -0.03, -0.10], [-0.01, 0.02, 0.01], [0.07, -0.17, 0.14], [0.11, 0.07, -0.07], [-0.26, -0.33, 0.09], [0.01, -0.01, 0.00], [0.10, -0.01, 0.01], [-0.09, -0.01, -0.06], [-0.02, 0.01, -0.01], [-0.02, -0.01, -0.07], [0.11, 0.11, -0.03], [0.00, 0.00, -0.01], [0.00, 0.00, 0.00], [0.09, -0.12, 0.11], [-0.23, -0.12, -0.20], [-0.13, 0.09, 0.00], [0.11, 0.06, 0.01]], "energy_ha": -2881.7901, "lumo_ev": [0.6, -1.8], "spin_multiplicity": 6, "gap_ev": [8.3, 6.3]}